{
  "formula": "C10H27Cd2N2O6Tl",
  "method": "ωB97M-V/def2-TZVPD",
  "spin_multiplicity": 2,
  "homo_lumo_gap_ha": [0.2338, 0.1998],
  "total_charge": 5,
  "elements": ["Cd", "Cd", "Tl", "C", "C", "O", "O", "H", "H", "H", "O", "H", "O", "H", "C", "C", "C", "O", "C", "N", "H", "H", "H", "H", "H", "H", "H", "H", "H", "H", "H", "C", "C", "C", "O", "C", "N", "H", "H", "H", "H", "H", "H", "H", "H", "H", "H", "H"],
  "coordinates": [[3.587167, -2.776085, 0.102301], [2.321609, -1.140052, 2.394177], [-0.813697, -2.977433, -0.247374], [2.872910, -2.660167, -4.250290], [2.316615, -2.620762, -2.809499], [1.142660, -2.774329, -2.534579], [3.217293, -2.525145, -1.982900], [2.313265, -2.302449, -5.114544], [3.175875, -3.682263, -4.477538], [3.766078, -2.065199, -4.440951], [3.477200, -2.715137, 2.104389], [3.391722, -3.531604, 2.634115], [1.637923, -1.473141, 0.524393], [1.707839, -0.873454, -0.243737], [1.144726, 2.474256, 1.187026], [1.329266, 2.155330, 2.650102], [0.404522, 3.010070, 3.621317], [0.738968, 2.700124, 4.958126], [-0.112311, 3.461663, 5.836317], [1.126443, 0.698614, 2.788948], [1.550210, 1.676448, 0.564785], [1.613551, 3.417289, 0.905978], [0.065258, 2.541450, 1.051656], [2.313963, 2.503286, 2.962178], [-0.660411, 2.997674, 3.389236], [0.683926, 4.059170, 3.524332], [-0.306478, 4.484229, 5.512642], [0.139702, 3.531547, 6.894477], [-1.037611, 2.889166, 5.900869], [0.214506, 0.488756, 2.408897], [0.926153, 0.667335, 3.778401], [-4.529507, -0.914928, -3.211977], [-3.168837, -1.343969, -2.669671], [-2.266193, -0.202825, -2.453309], [-1.015372, -0.652756, -1.957056], [-0.119608, 0.468022, -1.766957], [-3.384118, -1.894611, -1.356026], [-4.422203, -0.492452, -4.211027], [-5.034956, -0.146265, -2.627353], [-5.197621, -1.775095, -3.254902], [-2.677450, -2.029732, -3.359870], [-2.668370, 0.526566, -1.750216], [-2.139695, 0.437007, -3.326643], [0.016026, 1.116277, -2.632678], [0.928449, 0.177171, -1.695656], [-0.441389, 1.061206, -0.910983], [-4.034835, -2.657069, -1.479812], [-4.093159, -1.315733, -0.929114]],
  "forces_ev_per_a": [[0.0, -0.4, -1.5], [-0.4, 2.4, 2.4], [0.1, 0.0, 0.0], [-0.7, 0.0, -1.6], [3.9, 0.1, -3.4], [-2.9, -0.3, 0.2], [1.4, 0.1, 2.6], [-1.0, -0.3, 0.3], [-0.3, -0.4, 0.3], [0.4, 0.4, 1.4], [0.9, -2.0, 1.1], [0.5, 0.4, -0.1], [-0.5, -0.4, -3.0], [-0.3, -0.1, 0.7], [-0.5, 0.7, 0.2], [0.4, 1.6, 0.0], [1.7, -0.9, -1.8], [-1.8, 1.1, 1.0], [0.3, 0.5, 1.0], [-0.2, 0.2, 2.0], [0.1, 0.1, 0.1], [-0.1, 0.0, -0.1], [-0.1, 0.1, -0.6], [0.4, -0.9, 0.1], [-0.4, -0.3, 0.5], [0.2, 0.5, -0.3], [-0.1, -0.1, -0.7], [1.2, -0.7, 0.0], [-0.8, -0.4, -0.3], [-0.3, -0.1, -0.6], [0.1, -0.9, 0.8], [-2.2, -0.2, 0.5], [2.9, 0.0, -0.3], [0.6, 2.7, -0.2], [0.9, 0.2, 0.0], [0.2, 0.1, -0.3], [-3.4, -0.2, -2.2], [0.6, -0.1, -0.4], [0.2, 0.1, 0.3], [0.0, 0.0, -0.3], [-0.3, -0.5, 0.2], [-0.5, -0.1, 0.5], [0.2, -0.5, -0.5], [-1.0, 0.1, -0.3], [-0.1, -0.8, 0.6], [0.1, 0.0, 0.0], [0.5, -2.3, 0.3], [0.5, 1.5, 1.8]]
}